[1]
Entry from the Open Molecules 2025 dataset: 2 unconnected molecules or ions with the total composition C6H9NO at a distorted geometry (the ωB97M-V functional and the def2-TZVPD basis).

The geometry in XYZ format:
```
17
Properties=species:S:1:pos:R:3:forces:R:3
C -0.285335 3.317055 -0.144224 0.0 -0.8 -0.4
C -0.570726 2.082637 0.321786 0.0 1.9 -1.3
C -0.276052 0.921772 -0.493207 -1.4 1.0 0.8
C 0.489148 0.839960 -1.682490 -1.5 -3.2 2.2
C 0.391208 -0.538363 -1.963768 -3.3 -1.7 2.8
C -0.542550 -1.207093 -1.057767 1.4 1.1 -0.5
N -0.970268 -0.276237 -0.122767 3.1 0.9 -3.2
H 0.116060 3.442926 -1.150061 0.2 -0.3 0.2
H -0.456956 4.257212 0.325828 -0.4 0.3 0.8
H -1.174426 1.971911 1.207255 0.2 -0.2 0.4
H 1.148207 1.404646 -2.303245 0.0 1.1 0.5
H 0.903161 -1.103786 -2.651831 1.1 -0.9 -1.7
H -0.799943 -2.254727 -0.853097 0.3 0.5 -0.7
H -1.727385 -0.415012 0.530500 0.4 0.4 0.0
O 1.259062 -3.771215 3.581515 -0.8 -0.4 -0.4
H 1.665003 -4.564979 3.164123 0.3 1.5 0.9
H 1.811510 -3.130605 4.055797 0.4 -1.1 -0.6
```
Positions in Å, forces in eV/Å.

Output
- spin multiplicity = 1
- SMILES = C=Cc1ccc[nH]1.O

[2]
Entry from the Open Molecules 2025 dataset: a single C4H5FS2 molecule at a distorted geometry (the ωB97M-V functional and the def2-TZVPD basis).

The geometry in XYZ format:
```
12
Properties=species:S:1:pos:R:3:forces:R:3
C -2.758235 0.332031 0.097327 -0.5 1.7 1.0
S -1.568915 -0.971199 -0.017230 0.0 0.6 -0.5
C -0.050137 -0.045984 -0.098291 -1.4 -0.3 0.6
S 0.141715 1.557608 -0.049203 -0.2 0.3 -0.2
C 0.951639 -1.054828 -0.050209 0.1 -2.3 -0.5
C 2.251506 -0.879013 0.037480 2.1 -1.6 -0.2
F 2.874564 0.265407 0.086135 0.1 1.2 0.1
H -2.872765 0.991477 -0.783677 0.4 -0.6 0.2
H -2.414217 1.006559 0.949800 -0.6 -0.8 -1.0
H -3.760360 -0.070068 0.313962 0.5 -0.1 0.1
H 0.605310 -2.136275 -0.151819 0.6 1.5 0.3
H 3.037516 -1.676123 0.041601 -1.2 0.3 0.0
```
Positions in Å, forces in eV/Å.

Output
- spin multiplicity = 1
- SMILES = CSC(=S)/C=C\F

Number 1: E_LUMO 0.876 eV, frontier orbital gap 8.224 eV, calculated total energy -363.94402 Ha. Number 2: E_LUMO -0.498 eV, frontier orbital gap 8.144 eV, calculated total energy -1051.60456 Ha.